# C61H76BrN2O29P2

7 unconnected molecules or ions with the total composition C61H76BrN2O29P2 in a non-equilibrium geometry (wB97M-V/def2-TZVPD, the OMol25 dataset).

Positions of all 171 atoms, in Å:
C 2.15707 0.83683 -0.19041
O 1.68158 1.61905 -1.27438
C 2.40588 1.42028 -2.49177
C 1.46773 1.07535 -3.64313
C 1.14856 -0.41343 -3.86708
C 2.33891 -1.38659 -3.76499
C 2.41159 -2.02673 -2.37484
C 3.13695 -3.38446 -2.30968
C 4.62758 -3.21604 -1.95558
C 4.96366 -3.42888 -0.45802
C 3.82636 -3.06155 0.50958
C 3.08520 -4.26536 1.12996
C 3.58768 -4.68518 2.51696
C 2.74538 -5.90465 2.94571
C 1.24794 -5.63198 3.16334
C 0.30714 -5.93670 1.98579
C 0.56368 -7.26494 1.29765
N -0.54373 -7.64267 0.40673
C -0.32276 -9.01094 -0.13664
C -0.75674 -6.74154 -0.66925
C 0.33744 -5.83946 -1.19812
O -1.83243 -6.72305 -1.21570
O 4.94909 -5.02218 2.34056
P 6.06558 -4.50261 3.55686
C 6.79029 -3.11016 2.41452
N 7.86452 -2.37030 3.13519
C 5.56061 -5.92097 4.78768
C 5.38503 -7.31680 4.29476
O 4.56253 -8.07423 4.67928
Br 6.59346 -8.03080 2.90296
O 4.82454 -3.41593 4.20063
C 3.54923 -3.60668 3.65497
P 2.52102 -2.07873 3.37688
C 3.73463 -0.69798 3.41440
C 1.46879 -1.85147 4.87750
H 1.75667 -0.17937 -0.26268
H 1.81408 1.25208 0.75406
H 3.24561 0.73218 -0.19353
H 3.23238 0.72035 -2.36727
H 2.86178 2.38831 -2.73553
H 0.51780 1.56373 -3.40187
H 1.80762 1.54889 -4.56556
H 0.72414 -0.48578 -4.87248
H 0.34684 -0.72412 -3.19576
H 2.20229 -2.15536 -4.52972
H 3.27154 -0.87438 -4.01775
H 1.39754 -2.14785 -1.98943
H 2.98000 -1.35033 -1.73844
H 3.07777 -3.86995 -3.28809
H 2.64638 -4.03852 -1.59025
H 5.17627 -3.97629 -2.52091
H 5.02014 -2.26449 -2.32375
H 5.32486 -4.43966 -0.27802
H 5.80229 -2.77239 -0.21966
H 4.27191 -2.51890 1.34456
H 3.09538 -2.38501 0.07134
H 2.02938 -3.99990 1.16356
H 3.26099 -5.12161 0.47086
H 2.94551 -6.71150 2.23980
H 3.14497 -6.24103 3.89881
H 0.92434 -6.26563 3.99428
H 1.06188 -4.60519 3.48381
H 0.27456 -5.10071 1.28593
H -0.70807 -5.99561 2.39228
H 0.62805 -8.02298 2.08400
H 1.53301 -7.29997 0.78752
H -0.44587 -8.98689 -1.21845
H -1.02256 -9.72187 0.29690
H 0.70303 -9.31120 0.08080
H 0.00006 -4.80942 -1.07773
H 1.29679 -5.94462 -0.69978
H 0.47762 -6.01127 -2.26366
H 7.15355 -5.31565 3.06527
H 6.97211 -4.03670 4.56716
H 6.03986 -2.36812 2.14034
H 7.22305 -3.60101 1.54104
H 7.65898 -1.37997 3.10037
H 8.75036 -2.47344 2.65723
H 6.28373 -5.94974 5.60465
H 4.60798 -5.64766 5.24606
H 2.99545 -4.09182 4.48161
H 4.74847 -1.07496 3.57254
H 3.73013 -0.13540 2.48249
H 3.52268 -0.03551 4.25522
H 1.74775 -0.91121 5.36187
H 0.41922 -1.75860 4.61027
H 1.60813 -2.63434 5.62535
C -2.92116 4.99816 -1.84174
C -3.93090 4.62951 -1.03617
C -3.74486 3.58679 0.04040
O -4.70264 3.32011 0.75572
C -2.46420 2.95859 0.18154
C -1.44819 3.32004 -0.62557
C -1.62216 4.38191 -1.68581
O -0.65025 4.66332 -2.36769
O -0.25467 2.77783 -0.54494
O -5.14636 5.14081 -1.12408
H -3.03946 5.74280 -2.61597
H -2.35757 2.20313 0.94833
H 0.31821 3.18892 -1.21776
H -5.68833 4.69022 -0.44613
C 3.02142 7.45266 -5.21898
C 4.01300 8.19956 -4.71790
C 4.19245 8.39314 -3.23499
O 5.14006 9.07426 -2.87645
C 3.24741 7.77810 -2.33625
C 2.24479 7.02914 -2.83028
C 2.07952 6.80916 -4.31830
O 1.16196 6.10737 -4.69132
O 1.34977 6.44110 -2.06208
O 4.90806 8.82554 -5.47322
H 2.88492 7.30537 -6.28082
H 3.37931 7.94032 -1.27592
H 0.71918 5.94777 -2.63605
H 5.50078 9.29707 -4.85545
C -8.74562 0.85514 1.61548
C -7.79360 1.52853 0.94696
C -8.11112 2.29190 -0.31872
O -7.21200 2.89918 -0.86955
C -9.47438 2.26333 -0.81942
C -10.41604 1.58778 -0.14882
C -10.10705 0.84670 1.12689
O -11.02993 0.27145 1.67566
O -11.68232 1.51834 -0.55243
O -6.53623 1.56408 1.35381
H -8.53276 0.30515 2.52142
H -9.68560 2.79956 -1.73386
H -12.16417 0.97507 0.10869
H -6.00082 2.10789 0.72427
C -12.87134 -2.94853 -2.91771
C -12.67327 -2.02053 -1.96978
C -13.78377 -1.57313 -1.04842
O -13.52741 -0.74105 -0.19608
C -15.10004 -2.15429 -1.22348
C -15.29567 -3.07835 -2.17385
C -14.18183 -3.54373 -3.07663
O -14.45006 -4.40003 -3.89949
O -16.46803 -3.65527 -2.39789
O -11.50150 -1.43540 -1.77339
H -12.08329 -3.27717 -3.58014
H -15.89153 -1.81666 -0.56973
H -16.32194 -4.28106 -3.13463
H -11.62516 -0.80724 -1.03783
C -2.72616 -0.23361 4.26757
C -2.76413 -1.19766 5.19843
C -3.81810 -2.27683 5.18850
O -3.76454 -3.12069 6.06420
C -4.83076 -2.24389 4.15223
C -4.79668 -1.27743 3.22331
C -3.72375 -0.21637 3.21634
O -3.75655 0.60556 2.31862
O -5.69178 -1.17252 2.25196
O -1.89001 -1.28426 6.19004
H -1.97163 0.54037 4.26315
H -5.59251 -3.01036 4.16548
H -5.44582 -0.37905 1.73316
H -2.14464 -2.07371 6.70704
C 7.43441 13.58748 -3.59974
C 8.64258 14.07046 -3.28138
C 9.67682 13.23571 -2.56710
O 10.75327 13.75980 -2.33818
C 9.33528 11.88017 -2.19499
C 8.12373 11.39147 -2.50790
C 7.10059 12.22046 -3.24756
O 6.04263 11.68006 -3.50241
O 7.73490 10.16661 -2.19886
O 9.03133 15.30721 -3.56417
H 6.68795 14.17616 -4.11389
H 10.07791 11.29801 -1.66828
H 6.81499 10.05161 -2.52719
H 9.94471 15.38276 -3.22377

Properties
- Kohn-Sham gap: 3.82 eV
- Energy above the lowest of the compared OMol25 structures with the same formula, charge and spin: 0.000 eV
- Net charge: -1

Atom charges from the Löwdin analysis, given in e for atoms 1 to 4: atom 1 (C): -0.09, atom 2 (O): -0.23, atom 3 (C): -0.21, atom 4 (C): -0.16